{
  "formula": "C4H6NO",
  "method": "wB97M-V/def2-TZVPD",
  "homo_lumo_gap_ev": 6.73,
  "relative_energy_kcal_mol": 73.86,
  "e_tot_ev": -7777.2325,
  "total_charge": -1,
  "homo_ev": -2.710,
  "multiplicity": 1,
  "symbols": ["O", "N", "C", "C", "C", "C", "H", "H", "H", "H", "H", "H"],
  "coordinates": [[3.1326, -0.4938, -0.0921], [1.9294, -0.0582, -0.0566], [0.6746, -0.7519, 0.0479], [1.6208, 1.1539, -0.0718], [-1.7593, 0.4107, -0.1815], [-0.0975, 0.6092, 0.0784], [-0.1712, 0.9342, 1.0823], [0.3656, -1.4782, 0.8075], [0.5923, -1.1509, -0.9661], [-1.9674, 0.0112, -1.1475], [-2.3465, 1.2157, 0.0423], [-1.9734, -0.4020, 0.4573]],
  "forces_ev_per_a": [[1.1785, -1.6450, 0.1915], [0.6528, -0.8609, 1.2209], [-1.9782, 0.5297, -1.5812], [-2.5264, 3.7818, -1.3779], [4.7145, -1.2126, -1.3404], [-0.4595, -1.3213, 0.5529], [0.0485, 0.1196, 1.4792], [0.9211, -0.1499, 0.1663], [-0.6149, -0.7632, 0.1061], [-0.2335, 0.1012, -1.1085], [-1.3173, 2.2902, 0.5304], [-0.3855, -0.8696, 1.1607]]
}